Formula: C42H100N16O10
Source: OMol25
Level of theory: ωB97M-V with the def2-TZVPD basis set

Structure (XYZ):
```
168
Properties=species:S:1:pos:R:3:forces:R:3:lowdin_charge:R:1
C 3.66466 4.51785 -6.59364 -1.6262 -1.0305 0.0677 -0.035
C 2.98513 3.36826 -5.85736 0.0790 -0.1274 1.4631 -0.507
C 1.48388 3.48480 -6.20036 1.5492 -1.3318 -1.4299 -0.026
C 3.59608 1.99122 -6.24821 -1.2588 1.5664 0.6930 -0.126
C 2.89605 0.90921 -5.42715 -0.1210 0.0199 -0.3010 -0.175
C 3.23886 1.09451 -3.94241 -2.0794 0.4886 -0.1517 -0.121
C 2.76093 2.46881 -3.43799 -0.4893 0.9504 0.7825 -0.477
C 1.21400 2.58683 -3.12889 0.1287 0.0108 -0.6440 -0.015
C 3.42698 2.80071 -2.09240 1.4943 0.0159 -0.3947 -0.063
N 3.31610 3.52319 -4.38030 -0.7640 -1.1454 -0.7534 -0.074
O 2.78031 4.75857 -3.92933 -0.3275 0.2525 0.0777 -0.047
H 3.12361 5.42782 -6.33108 0.7309 0.2834 0.0525 0.087
H 4.70322 4.43531 -6.43253 1.3056 0.6673 0.3049 0.075
H 3.45338 4.32986 -7.63117 0.1411 0.1308 -0.6959 0.079
H 0.90330 2.70503 -5.74917 -0.3991 -0.1118 -0.0855 0.035
H 1.13731 4.43803 -5.91514 -0.5997 1.0798 0.2967 0.069
H 1.47023 3.36763 -7.31583 -0.4781 0.1958 0.8573 0.107
H 3.36855 1.95285 -7.29653 0.1235 -0.6671 -0.7206 0.109
H 4.67196 2.04384 -6.09592 0.1101 -0.2066 0.0397 0.122
H 1.80117 0.98893 -5.66084 0.9493 -0.5619 0.3957 0.112
H 3.30365 -0.04186 -5.75046 -0.3530 -0.4685 -0.1072 0.101
H 4.27786 1.24288 -3.93440 1.7755 -0.6019 0.4231 0.098
H 2.88049 0.25256 -3.26969 0.5200 1.0495 -0.7911 0.127
H 0.59357 2.36876 -4.03187 0.3474 0.0134 1.0422 0.060
H 1.01130 3.64342 -2.81761 0.0379 -0.9956 -0.1939 0.083
H 0.92966 1.88092 -2.30026 0.3335 0.6511 -0.7557 0.084
H 3.51365 1.89634 -1.47311 -0.4589 0.5049 0.2427 0.094
H 2.99353 3.68700 -1.65021 -0.7012 -0.3786 0.4921 0.028
H 4.46107 3.18468 -2.21608 -0.2178 -0.6461 -0.4103 0.097
H 3.47887 5.37665 -4.14386 0.2284 0.2526 0.1646 0.097
C 2.17781 -3.32527 1.93943 1.8781 1.0521 -1.0234 -0.056
C 1.70969 -2.94742 3.30849 -0.9909 -0.9626 1.8107 -0.531
C 0.17462 -2.89640 3.22380 -0.8502 -1.0879 0.0059 -0.052
C 2.03703 -4.00445 4.37151 -0.4240 -1.7816 -0.8735 -0.146
C 3.48434 -4.01106 4.86981 -1.1907 0.7870 -1.8655 -0.173
C 3.73682 -2.63089 5.38530 0.3661 1.5553 0.3323 -0.139
C 3.55115 -1.46175 4.38025 -0.4956 -0.2116 -1.3036 -0.503
C 3.53111 -0.08991 5.09892 -1.6415 0.0099 -0.6724 -0.018
C 4.59377 -1.43947 3.24049 0.0577 -0.6158 0.3357 -0.020
N 2.18964 -1.66855 3.86879 -1.1919 1.0484 -0.9447 -0.053
O 1.87034 -0.60710 2.90808 0.8218 -1.1621 0.1990 -0.060
H 3.19085 -3.74961 1.95962 -0.0933 0.2186 -0.0509 0.079
H 1.61361 -3.99967 1.31459 -0.7776 -0.3500 0.4091 0.074
H 2.20591 -2.36865 1.39089 0.2535 -0.3918 -0.0806 0.081
H -0.35798 -2.72906 4.18850 0.6088 0.7546 -0.6895 0.090
H -0.04280 -2.22930 2.39215 -0.5769 0.4473 0.3451 0.055
H -0.27986 -3.88171 2.91641 0.9128 0.5707 0.0445 0.094
H 1.37848 -3.87720 5.23107 -0.0618 0.2088 0.0753 0.112
H 1.73947 -5.01982 3.92423 0.5098 1.2360 0.5698 0.146
H 3.49475 -4.73301 5.62837 0.5936 -1.0557 1.2114 0.093
H 4.12366 -4.31359 4.04201 0.3641 0.0157 0.1148 0.110
H 4.71713 -2.45099 5.78569 0.7387 -0.3782 0.3953 0.112
H 3.03629 -2.45376 6.21324 0.0823 0.0612 -0.1374 0.124
H 2.86815 -0.28465 5.91238 -0.2853 0.0880 1.1628 0.062
H 2.91941 0.69388 4.53772 1.4814 -0.9913 0.2714 0.101
H 4.47890 0.27299 5.47569 0.2302 0.0110 -0.2149 0.081
H 4.46167 -0.56312 2.58489 0.0422 -0.3913 0.3410 0.089
H 4.56746 -2.36751 2.63752 -0.0015 0.5682 0.2585 0.066
H 5.56229 -1.41515 3.74118 0.2725 0.2379 -0.2856 0.079
H 1.09685 -0.23263 3.32303 -0.7712 0.4886 0.2961 0.025
C -1.69017 -2.12290 -4.83405 2.3165 0.2628 -0.6325 -0.022
C -0.49415 -3.05544 -4.57700 1.3695 -0.1202 -0.3963 -0.453
C -0.90916 -4.51512 -4.81972 0.5658 0.5418 0.1357 -0.006
C 0.67555 -2.78984 -5.57335 -1.3087 1.8613 0.7178 -0.160
C 1.92856 -3.52808 -5.21233 -0.4661 -1.0121 1.0203 -0.174
C 2.27294 -3.18336 -3.72858 0.1161 1.8655 -1.3045 -0.107
C 1.20020 -3.38842 -2.64363 0.5436 -1.2338 -0.8363 -0.519
C 1.04803 -4.87851 -2.19297 -0.5925 0.0125 0.4078 -0.015
C 1.54630 -2.63220 -1.37189 -0.6594 0.8613 0.7587 -0.048
N 0.05922 -2.68906 -3.21227 -1.0292 0.1396 -2.0001 -0.078
O -1.05384 -2.57728 -2.37450 -0.1514 -0.5954 0.9781 -0.135
H -1.50748 -1.12552 -4.41103 -0.3837 -0.3594 -0.0725 0.096
H -2.57553 -2.60730 -4.57110 -1.5794 -0.3259 1.0622 0.058
H -1.74927 -2.06167 -5.90224 -0.0729 0.4018 -0.8242 0.079
H -0.98061 -4.98185 -3.89197 -0.5071 -1.0574 1.7209 0.041
H -0.14659 -5.09055 -5.34359 -0.2281 0.1314 -0.3027 0.080
H -1.87154 -4.58503 -5.28331 -0.4291 -0.0900 -0.5479 0.082
H 0.29033 -2.88169 -6.58697 0.1757 -0.4500 -0.1572 0.120
H 0.81468 -1.70154 -5.42149 0.5139 -0.2355 -0.3421 0.115
H 2.73966 -3.29564 -5.89526 0.2710 0.3342 0.1670 0.108
H 1.81609 -4.62570 -5.30546 -0.1432 0.3605 -0.0063 0.105
H 2.34439 -2.06034 -3.75189 0.5295 -0.8285 0.0971 0.109
H 3.24980 -3.60641 -3.55519 0.2106 -0.1827 0.8011 0.116
H 1.96326 -5.08165 -1.60650 -0.5315 -0.1599 -0.1570 0.085
H 0.17517 -4.81505 -1.50618 0.5676 -0.6946 -0.1615 0.069
H 0.88528 -5.74961 -2.89008 0.2003 1.3440 0.2605 0.095
H 0.69644 -2.76045 -0.63944 0.8811 0.1867 -0.6649 0.084
H 2.43980 -3.01144 -0.86708 -0.0345 0.1394 -0.3014 0.081
H 1.64152 -1.53431 -1.58801 0.0655 -0.9307 0.2060 0.098
H -1.40814 -3.48229 -2.20548 -0.2470 -0.0754 0.2550 0.055
C 3.42173 5.06633 1.08303 -0.4762 0.1433 1.2194 -0.028
C 1.86110 4.80501 1.33086 1.6580 -0.2084 -0.6184 -0.486
C 1.25013 5.51169 0.11337 -0.7777 0.3274 -0.4636 -0.043
C 1.70948 3.28287 1.30108 0.7328 0.3754 -0.3506 -0.152
C 0.35990 2.86004 1.71870 -1.5124 -0.4220 0.9460 -0.167
C -0.01138 3.40082 3.12241 -1.5718 -0.0335 -2.3096 -0.143
C 0.10294 4.89583 3.24689 0.7706 1.4772 -0.0632 -0.478
C -0.93255 5.68485 2.45881 -0.8159 -0.6002 -1.3513 -0.034
C -0.09395 5.23188 4.76707 0.1037 -1.6421 -0.8707 -0.012
N 1.50944 5.17391 2.71878 -0.3740 0.9808 0.9216 -0.061
O 1.86301 6.53769 3.00543 -0.0873 -0.6458 -0.2096 -0.028
H 3.58179 6.16971 1.07551 0.0863 -0.8412 -0.3474 0.081
H 3.96844 4.68938 1.98055 -0.2404 0.1169 -0.7533 0.091
H 3.78120 4.54860 0.14540 -0.4724 0.7094 1.0925 0.079
H 1.74244 5.16080 -0.77547 0.7300 -0.3759 -0.3178 0.046
H 0.21285 5.32147 -0.19427 -0.0535 0.2285 0.7943 0.076
H 1.47888 6.58635 0.08755 -0.3995 -0.1293 0.3482 0.090
H 1.92832 2.93277 0.29455 0.1857 -0.0783 -0.0940 0.100
H 2.48021 2.90632 1.98665 -0.2158 -0.2113 -0.1478 0.132
H -0.42184 3.24677 1.06424 0.0937 0.0848 -0.4637 0.108
H 0.21038 1.76106 1.68792 0.2927 0.3978 0.2138 0.101
H 0.60129 2.99461 3.85444 1.0023 -1.1041 1.4097 0.093
H -1.05922 3.11634 3.24223 0.0882 0.0027 0.5466 0.107
H -1.03722 5.26771 1.44632 0.2396 0.4147 0.1853 0.068
H -0.80071 6.75287 2.39019 0.8021 0.4636 -0.1386 0.077
H -1.95845 5.68129 2.79858 -0.2817 -0.6455 0.8594 0.082
H -1.14023 4.93678 4.95460 0.3235 0.0210 0.1094 0.082
H 0.00773 6.23947 5.12728 0.4160 0.4696 -0.2806 0.071
H 0.55411 4.52175 5.29928 -0.1015 0.5488 0.2994 0.086
H 1.18077 7.07719 2.58972 -0.1217 0.2358 -0.1725 0.070
N -6.58955 -2.81755 0.42856 -0.1780 0.4962 -0.8169 0.187
C -7.54884 -1.85274 0.51343 0.4864 -0.1763 2.7675 -0.689
N -7.97883 -1.48987 1.80141 1.9561 -1.6163 0.8432 0.147
O -7.97429 -1.20544 -0.39452 -0.3935 0.6854 -2.2437 0.041
H -6.20984 -3.33780 1.17726 0.0236 -0.3380 1.1559 0.059
H -6.08793 -2.88468 -0.43303 -0.0789 -0.0203 -0.3714 0.097
H -8.90202 -1.18447 1.81697 -1.6424 0.7328 -0.1344 0.068
H -7.74614 -2.03384 2.64534 0.0805 0.1055 -0.9208 0.103
N -3.65906 -3.17951 4.73777 0.2182 0.7458 0.6208 0.150
C -4.70399 -2.83785 3.94062 -0.9719 -0.5800 -2.8104 -0.678
N -4.65012 -1.62140 3.30858 1.3534 0.3242 1.0265 0.168
O -5.55913 -3.69043 3.63499 0.0665 0.7675 0.4704 -0.039
H -3.01725 -2.41048 4.97746 -0.5106 -0.9789 0.4027 0.109
H -3.95723 -3.89620 5.40207 0.7582 0.5247 -0.0986 0.118
H -5.20501 -1.38779 2.49918 -0.2117 -0.3997 0.2621 0.071
H -3.79243 -1.04839 3.41642 -0.9568 -0.4879 -0.2393 0.054
N -7.41282 1.83152 2.28000 0.5861 -0.9177 -0.6687 0.154
C -6.10211 1.43842 2.05894 -0.4617 2.2559 0.2860 -0.659
N -5.78185 1.24052 0.75903 -1.6343 -1.2943 -0.3753 0.189
O -5.26568 1.60791 2.93871 0.4607 -0.4593 0.2095 0.001
H -8.08242 1.34394 1.70238 -0.2821 0.2422 0.2612 0.084
H -7.59645 1.95195 3.25048 -0.4646 -0.1761 0.5157 0.090
H -4.82361 1.12573 0.59105 1.6069 -0.2207 -0.4044 0.019
H -6.37229 0.60889 0.21185 0.0032 0.5867 0.1444 0.092
N -3.42052 -5.20412 0.52923 0.0451 0.5209 -0.5422 0.186
C -2.70373 -4.33473 -0.24267 0.2594 -2.2436 -0.4196 -0.659
N -2.39409 -3.14335 0.22534 -0.4415 1.9369 2.6225 0.209
O -2.29477 -4.70498 -1.34752 -0.3247 -0.0423 -0.6937 -0.002
H -3.53120 -6.14019 0.19030 0.1197 -0.0443 -0.0855 0.110
H -3.57580 -5.02585 1.48752 -0.2768 0.1408 0.9248 0.082
H -2.57350 -2.82993 1.20659 0.1165 -0.4692 -1.4925 0.129
H -1.97835 -2.48879 -0.40619 0.3456 0.0951 0.1094 0.046
N -1.26114 -0.25980 -0.62369 0.4182 -0.2056 -0.2381 0.165
C -2.56405 0.15603 -0.81479 1.3456 -0.4368 0.0819 -0.659
N -3.13953 -0.48828 -1.84867 -0.9877 -0.3736 -0.2712 0.194
O -3.11357 0.97466 -0.10767 -0.3263 0.7539 0.4683 0.014
H -0.97894 -0.99269 -1.29581 0.5217 0.8413 0.4868 0.063
H -0.56133 0.41078 -0.29011 -0.6120 -0.4986 -0.1849 0.108
H -4.14712 -0.51187 -1.85971 0.0287 0.1045 -0.0679 0.115
H -2.66709 -1.31316 -2.18297 0.0108 -0.0365 -0.4655 0.062
N -2.64782 1.36795 4.31554 1.1636 -0.7476 -0.6299 0.167
C -1.66895 0.56132 3.71756 -1.8096 1.0626 -0.0630 -0.605
N -2.20633 -0.11658 2.58443 -0.0275 0.9393 0.7619 0.141
O -0.53516 0.38986 4.10839 0.0336 -0.0098 0.2161 0.041
H -3.47099 1.49021 3.72743 -0.1739 0.3083 0.4606 0.044
H -2.37869 2.11771 4.95602 -0.0286 -0.6767 -0.4767 0.111
H -2.74221 0.46284 1.93001 0.0067 0.0239 0.3816 0.073
H -1.44745 -0.49107 2.07710 0.9519 -0.7350 -0.6357 0.042
```
Forces are in eV/Å.

Computed properties:
* SMILES: CC1(C)CCCC(C)(C)N1O.CC1(C)CCCC(C)(C)N1O.CC1(C)CCCC(C)(C)N1O.CC1(C)CCCC(C)(C)N1O.NC(N)=O.NC(N)=O.NC(N)=O.NC(N)=O.NC(N)=O.NC(N)=O
* E_tot: -3288.828297 a.u.
* multiplicity: 1
* F_max: 3.3 eV Å⁻¹